Entry 1:
{
  "formula": "C5H8N2O",
  "method": "the ωB97M-V functional and the def2-TZVPD basis",
  "symbols": ["C", "C", "N", "C", "N", "C", "C", "O", "H", "H", "H", "H", "H", "H", "H", "H"],
  "positions_angstrom": [[-1.4084, 1.5588, -0.3351], [-1.4810, 0.3550, -0.8930], [-1.1948, -0.8394, -0.2710], [-0.1931, -0.9487, 0.5167], [-0.0334, -2.0302, 1.3041], [0.9138, 0.0878, 0.5965], [1.5922, 0.3801, -0.7134], [1.2469, 0.5827, 1.6521], [-1.0612, 1.7229, 0.6739], [-1.7848, 2.4287, -0.8684], [-1.9418, 0.2201, -1.8708], [0.7530, -2.1044, 1.9244], [-0.7660, -2.7154, 1.3486], [0.9512, 0.1597, -1.5639], [2.4722, -0.2713, -0.7577], [1.9351, 1.4136, -0.7429]],
  "mulliken_charge": [-0.6929, -0.1306, -0.6747, 0.9246, -0.3883, 0.1551, -0.9709, -0.5614, 0.2845, 0.2756, 0.3595, 0.2086, 0.2702, 0.3233, 0.3437, 0.2740],
  "smiles": "C=C/N=C(/N)C(C)=O",
  "orbital_gap_ev": 9.2,
  "homo_energy_ha": -0.31251,
  "e_tot_ev": -10341.4967,
  "lumo_energy_ev": 0.7
}

Entry 2:
{
  "formula": "C4H30N2O11",
  "method": "the ωB97M-V functional and the def2-TZVPD basis",
  "symbols": ["C", "C", "N", "C", "O", "C", "N", "H", "H", "H", "H", "H", "H", "H", "H", "H", "H", "O", "H", "H", "O", "H", "H", "O", "H", "H", "O", "H", "H", "O", "H", "H", "O", "H", "H", "O", "H", "H", "O", "H", "H", "O", "H", "H", "O", "H", "H"],
  "positions_angstrom": [[3.3470, 0.8053, 0.7290], [2.1079, 1.1955, -0.1632], [1.1886, 0.1111, -0.5493], [-0.1190, 0.1073, -0.2893], [-0.8866, -0.6839, -0.7810], [-0.7160, 1.2662, 0.4402], [-1.7457, 0.8224, 1.3018], [3.1184, -0.0330, 1.3959], [4.1918, 0.7985, 0.1482], [3.4319, 1.6231, 1.4906], [2.5048, 1.7573, -1.0289], [1.5121, 1.8190, 0.6510], [1.7067, -0.7109, -0.8533], [-0.0515, 1.9883, 0.9584], [-1.0697, 2.0486, -0.2868], [-1.4822, 0.3961, 2.1353], [-2.3772, 0.2251, 0.7961], [-3.1667, -2.4104, -0.3471], [-2.4714, -2.9962, -0.8420], [-2.9359, -1.6562, 0.2363], [0.2192, -2.6391, -2.2801], [1.1590, -2.7578, -2.4893], [0.0661, -1.6792, -2.2013], [-2.2819, -0.2557, -3.5438], [-1.9764, -1.2562, -3.5657], [-1.4678, 0.1749, -3.7020], [1.3670, 0.7715, -3.0450], [1.1362, 0.9762, -3.9288], [2.0990, 1.3186, -2.7750], [-0.7060, -2.4758, 3.0914], [-1.3817, -1.9975, 3.3008], [-0.9125, -2.7572, 2.2860], [1.3769, 3.5505, 1.9389], [0.5970, 3.6571, 2.7100], [1.6293, 4.2237, 1.3965], [0.9983, -0.4414, 2.3737], [1.5359, -0.8905, 1.7357], [0.6134, -1.2771, 2.8691], [-0.4222, 1.9557, 3.5328], [-0.3325, 1.6915, 4.4160], [0.2471, 1.5787, 3.0029], [0.7387, -3.2018, 0.5028], [0.6156, -2.3205, -0.0327], [0.4096, -3.9719, 0.0637], [-1.1693, 2.1144, -2.9628], [-1.9493, 1.5745, -2.6892], [-0.5258, 1.4000, -2.6034]],
  "mulliken_charge": [-1.3914, -0.0672, 0.8404, -0.0589, -0.1372, -0.5276, -0.5320, 0.2874, 0.4719, 0.2992, 0.3053, -0.1617, 0.3477, -0.0901, 0.3623, 0.2569, 0.2390, -0.6299, 0.3086, 0.2581, -0.6307, 0.3156, 0.2113, -0.6339, 0.3162, 0.3641, -0.5404, 0.3301, 0.2175, -0.6065, 0.2851, 0.2869, -0.6594, 0.3637, 0.2433, -0.5041, 0.1021, 0.3999, -0.6304, 0.2843, 0.2892, -0.6825, 0.3678, 0.2750, -0.6982, 0.4409, 0.1126],
  "smiles": "CCNC(=O)CN.O.O.O.O.O.O.O.O.O.O",
  "orbital_gap_ev": 9.1,
  "homo_energy_ha": -0.33315,
  "e_tot_ev": -30134.4057,
  "lumo_energy_ev": 0.1
}

Entry 3:
{
  "formula": "C4H13NO3",
  "method": "the ωB97M-V functional and the def2-TZVPD basis",
  "symbols": ["C", "C", "O", "C", "N", "C", "O", "H", "H", "H", "H", "H", "H", "H", "H", "H", "H", "H", "O", "H", "H"],
  "positions_angstrom": [[-0.1345, -1.4655, -1.5046], [-1.1001, -0.4150, -0.9760], [-2.1293, -1.1123, -0.2516], [-0.4087, 0.5986, -0.0609], [-1.2475, 1.7551, 0.1661], [0.1313, 0.0062, 1.2394], [0.8638, 1.0856, 1.8449], [-0.6771, -2.2885, -1.9578], [0.5175, -0.9868, -2.2426], [0.5120, -1.8516, -0.7201], [-1.5656, 0.1457, -1.7835], [-2.1932, -0.8112, 0.6597], [0.4755, 0.9435, -0.5929], [-0.8774, 2.3800, 0.8635], [-2.1881, 1.4715, 0.4134], [0.8066, -0.8445, 1.1138], [-0.6026, -0.3431, 1.9779], [1.1760, 0.8262, 2.7182], [3.0410, -0.0338, -0.4300], [2.1368, 0.2767, -0.5657], [3.4637, 0.6631, 0.0887]],
  "mulliken_charge": [-1.2762, 0.4850, -0.5571, -0.2296, -0.6461, -0.4785, -0.5515, 0.3745, 0.3314, 0.2383, 0.3372, 0.3721, 0.1721, 0.2611, 0.2857, 0.3338, 0.3778, 0.3187, -0.6806, 0.2142, 0.3178],
  "smiles": "C[C@@H](O)[C@@H](N)CO.O",
  "orbital_gap_ev": 10.2,
  "homo_energy_ha": -0.35242,
  "e_tot_ev": -11990.9191,
  "lumo_energy_ev": 0.6
}

Entry 4:
{
  "formula": "CH3NO2S",
  "method": "the ωB97M-V functional and the def2-TZVPD basis",
  "symbols": ["C", "N", "O", "O", "S", "H", "H", "H"],
  "positions_angstrom": [[0.4362, -0.4603, -0.9846], [0.1487, -0.2041, 1.3512], [-0.7450, 0.7246, 1.1199], [0.8070, -0.7062, 0.3258], [-1.7277, 1.9542, 2.1638], [0.3019, 0.6456, -1.2185], [-0.4846, -0.9472, -1.2504], [1.2636, -1.0066, -1.5071]],
  "mulliken_charge": [-0.4919, 0.2980, -0.3002, -0.0885, -0.1990, 0.2532, 0.2875, 0.2409],
  "orbital_gap_ev": 7.1,
  "homo_energy_ha": -0.31714,
  "e_tot_ev": -17499.5305,
  "lumo_energy_ev": -1.5
}

Entry 5:
{
  "formula": "C10H22",
  "method": "the ωB97M-V functional and the def2-TZVPD basis",
  "symbols": ["C", "C", "C", "C", "C", "H", "H", "H", "H", "H", "H", "H", "H", "H", "H", "H", "H", "C", "C", "C", "C", "C", "H", "H", "H", "H", "H", "H", "H", "H", "H", "H"],
  "positions_angstrom": [[1.3893, 0.7085, 0.9497], [2.3605, 0.0113, -0.1317], [1.4686, -0.9022, -1.0287], [3.2056, -0.8876, 0.9790], [3.1348, 1.0148, -0.8913], [0.9862, 1.7413, 0.4144], [0.6528, -0.0012, 1.2393], [1.8987, 1.0134, 1.8835], [1.9453, -1.6722, -1.7336], [0.9734, -1.5935, -0.3608], [0.9483, -0.2569, -1.7209], [4.3560, -1.1153, 0.4800], [2.6637, -1.8368, 1.3184], [3.3897, -0.4198, 2.1437], [3.8276, 1.6469, -0.2875], [3.6803, 0.4907, -1.6890], [2.4700, 1.7969, -1.4142], [-3.6120, -0.4018, 0.0861], [-2.4456, -1.2446, -0.0178], [-1.2695, -0.3216, -0.1549], [-1.6803, 1.0043, 0.3876], [-3.1412, 1.0192, -0.2446], [-4.4159, -0.8549, -0.4865], [-3.8067, -0.2266, 1.1198], [-2.5166, -1.8953, -0.9396], [-2.3975, -1.8596, 0.8862], [-0.8230, -0.3137, -1.1906], [-0.4762, -0.6030, 0.3464], [-1.0927, 1.7618, -0.0844], [-1.8762, 1.2625, 1.5906], [-2.9786, 1.1777, -1.3418], [-3.8704, 1.7556, 0.2260]],
  "mulliken_charge": [-1.5565, 2.1448, -1.9623, -1.1572, -1.6650, 0.0734, 0.7364, 0.4384, 0.3617, 0.4985, 0.4311, 0.2543, 0.3223, 0.2345, 0.3550, 0.4062, 0.3520, -0.6363, -0.6434, 0.1143, -0.5755, -0.6779, 0.3400, 0.2487, 0.2734, 0.2885, -0.0160, -0.1310, 0.3029, 0.2064, 0.2808, 0.3577],
  "smiles": "CC(C)(C)C.C1CCCC1",
  "orbital_gap_ev": 10.7,
  "homo_energy_ha": -0.36340,
  "e_tot_ev": -10722.7472,
  "lumo_energy_ev": 0.8
}

Entry 6:
{
  "formula": "C4H11N2O2",
  "method": "the ωB97M-V functional and the def2-TZVPD basis",
  "symbols": ["C", "C", "N", "C", "H", "H", "H", "H", "H", "H", "H", "H", "H", "N", "C", "O", "O", "H", "H"],
  "positions_angstrom": [[-1.3763, -1.2934, -1.8960], [-0.4137, -0.5579, -0.9533], [-0.0931, 0.6822, -1.6349], [1.1522, 1.2840, -1.1559], [-1.5961, -2.3358, -1.5948], [-0.8944, -1.3560, -2.8734], [-2.3526, -0.7729, -2.0574], [0.4799, -1.1950, -0.9500], [-0.6554, -0.3953, 0.0767], [-0.8994, 1.2940, -1.4955], [1.2213, 2.2980, -1.5389], [1.2164, 1.2020, -0.0231], [1.9664, 0.6682, -1.5539], [0.7326, 0.3031, 3.5617], [0.2071, 0.0011, 2.3040], [-0.7122, 0.7724, 1.9030], [0.6609, -1.0093, 1.7076], [0.1252, 0.8479, 4.1519], [1.2314, -0.4373, 4.0222]],
  "mulliken_charge": [-1.2223, -0.0532, -0.4773, -0.6873, 0.3462, 0.3244, 0.2685, 0.2664, 0.2140, 0.2642, 0.3344, 0.1572, 0.2549, -0.5185, 0.6285, -0.7712, -0.7380, 0.2023, 0.2068],
  "orbital_gap_ev": 8.3,
  "homo_energy_ha": -0.15241,
  "e_tot_ev": -11403.1333,
  "lumo_energy_ev": 4.2,
  "charge": -1
}